1.
39
Properties=species:S:1:pos:R:3:forces:R:3:mulliken_charge:R:1 method="wB97M-V/def2-TZVPD" total_charge=-1 max_force_ha_per_bohr=0.00749 gap_ev=7.17 total_energy_ha=-2233.5764 multiplicity=1 molar_mass_g_mol=441.55
C -3.034495 -1.471511 1.609486 -0.1 0.0 0.0 -0.99
Cl 1.057678 2.272509 -2.642921 -0.1 -0.1 0.1 -0.58
O -3.126131 -2.807477 3.695912 -0.1 0.1 0.0 -0.36
O 1.419329 4.094819 -5.692158 0.0 0.0 -0.3 -0.78
H -3.844768 -5.506319 1.793751 0.0 0.0 0.0 0.35
H 1.684940 -0.632964 2.248107 0.0 0.0 0.0 0.29
H 0.113127 -0.862062 1.466352 0.0 0.0 0.0 0.13
C -3.966915 -3.779303 3.063912 0.0 0.0 0.0 -0.41
H -3.924012 -1.977900 1.247469 0.0 0.0 0.0 0.35
H -0.575439 1.434724 2.161239 0.0 0.0 0.0 0.33
C -3.180625 -4.742364 2.200079 0.0 0.0 0.0 -0.93
C -2.742299 -1.666950 3.078472 0.1 -0.1 -0.1 0.78
H 0.059926 2.614455 0.757145 0.0 0.0 0.0 0.27
H 3.861837 3.857042 -3.707830 0.1 0.0 0.0 -0.30
S 1.767659 -0.441292 -5.956772 0.1 -0.1 -0.1 -0.46
H 1.723020 2.548194 0.194504 0.0 0.0 0.0 0.21
H 1.013218 4.097089 0.607047 0.1 0.0 0.0 0.36
H -2.176208 -1.836341 1.043356 0.0 0.0 0.0 0.24
C 1.045452 3.047872 0.887815 0.0 0.2 0.0 -0.85
H -2.408387 -5.232286 2.792913 0.0 0.0 0.0 0.29
O 1.246072 1.892075 3.060603 -0.1 0.1 0.0 -0.38
H 1.263070 0.304314 0.809495 0.0 0.0 0.0 0.25
H 4.208015 0.481449 -7.502277 -0.1 0.0 0.0 0.31
O 2.386068 3.735460 2.736759 0.0 0.1 0.0 -0.59
H 5.140366 0.631519 -4.627397 -0.1 0.0 0.0 0.33
O 3.961347 1.270770 -6.998545 0.2 0.2 -0.1 -0.48
H -0.108105 0.484357 3.552777 0.1 0.0 0.0 0.24
H 1.388054 3.673047 -6.557076 -0.1 0.0 0.1 0.26
In 2.529419 3.001617 -4.408956 0.2 0.1 0.1 0.98
O -2.123957 -0.858517 3.712516 0.0 0.0 0.1 -0.53
H -4.764815 -3.289966 2.504376 0.0 0.0 0.0 0.36
P 3.206152 0.824190 -5.616756 -0.4 -0.1 0.0 0.20
O 4.421857 0.025747 -4.856466 0.1 0.0 0.2 -0.49
H -3.125488 -0.403971 1.428500 0.0 0.0 0.0 0.30
H -2.698152 -4.233053 1.366156 0.0 0.0 0.0 0.27
H -4.433187 -4.305467 3.895771 0.0 0.0 0.0 0.30
C 0.870847 -0.122846 1.732101 0.0 0.0 0.0 -0.70
C 1.599082 2.947762 2.284977 0.0 -0.3 0.0 0.72
C 0.266449 0.931576 2.635561 0.1 0.0 0.0 -0.27

2.
35
Properties=species:S:1:pos:R:3:forces:R:3:nbo_charge:R:1 method="wB97M-V/def2-TZVPD" total_charge=+3 max_force_ha_per_bohr=0.24508 gap_ev=4.01 relative_energy_kj_mol=1521.1 total_energy_ha=-1476.5939 multiplicity=1 molar_mass_g_mol=264.31
H 3.452302 2.265251 -1.312388 0.2 -0.5 -0.3 0.15
O -0.229688 -2.606399 -0.676088 1.1 -12.6 0.2 -0.71
O -1.829568 -1.133009 0.710542 -4.9 0.2 3.6 -0.73
H -0.508448 2.155641 -0.528298 -0.6 0.0 -0.7 0.13
H 1.387932 0.766971 -1.299048 2.0 4.3 1.3 0.05
C 0.490622 2.503271 -0.265438 0.3 -1.8 3.1 -0.11
H -2.223378 -3.022719 -1.237948 0.6 0.5 -1.2 0.22
H 1.517182 -3.031079 -1.710268 -0.2 0.0 0.3 0.22
C 0.526532 -3.441149 -1.513918 1.3 -2.1 -0.7 -0.29
H -3.348818 -2.713749 0.626582 -0.1 0.6 -0.3 0.27
Mg -0.638968 -1.141719 -0.470838 -6.0 10.0 3.7 1.80
H -1.497428 3.760141 0.683082 -0.5 0.2 0.2 0.15
C -1.546628 -3.150289 -0.393058 -2.6 -2.1 -1.8 -0.22
C 3.577562 2.155971 -0.235148 -1.0 1.3 0.1 -0.27
H -1.947338 -2.954299 1.637572 0.0 0.2 0.3 0.23
H 0.834212 3.248141 -0.983218 0.3 0.1 0.3 0.22
Cl 0.847392 -0.713459 -1.519068 6.9 -6.0 0.1 -0.79
H -1.724858 -4.218689 -0.271208 1.4 -0.4 0.2 0.31
C -1.971698 -0.583189 2.077662 1.2 0.2 0.4 -0.26
H -0.201718 4.940071 0.655802 0.3 0.0 -0.1 0.20
H -1.021138 -0.879779 2.521042 -0.1 0.3 0.5 0.21
H 0.813732 0.282121 0.132552 0.2 1.1 2.1 0.05
H -0.692598 4.307031 2.222302 -0.2 -0.1 -0.2 0.23
H -2.761108 -1.087809 2.634692 -0.3 0.4 -0.4 0.25
Mg 0.579712 -0.239869 -3.226348 -1.3 3.2 -12.0 1.88
H 0.699452 -4.397019 -1.019458 -0.2 -0.1 -0.2 0.26
O 2.669932 1.173061 0.331692 -1.2 -0.6 -0.9 -0.50
H 0.012932 -3.575379 -2.465918 -0.1 -0.2 0.0 0.20
C -0.566798 4.051171 1.170252 -0.5 0.7 0.2 -0.26
H -2.032558 0.502301 1.999552 -0.3 -0.2 0.1 0.24
H 3.304282 3.144271 0.134552 -0.2 0.0 0.3 0.21
C -2.280478 -2.510229 0.699532 1.2 -0.3 2.3 -0.12
O 0.310512 2.961321 1.129642 1.6 -1.4 -2.6 -0.52
H 4.629552 2.054511 0.031552 -0.3 -0.9 0.1 0.25
C 1.369382 1.128601 -0.270948 2.3 5.8 2.0 0.03

3.
31
Properties=species:S:1:pos:R:3:forces:R:3:nbo_charge:R:1 method="wB97M-V/def2-TZVPD" total_charge=+1 max_force_ha_per_bohr=0.11340 gap_ev=8.67 relative_energy_kj_mol=42.4 total_energy_ha=-886.0993 multiplicity=1 molar_mass_g_mol=179.72
H -0.084999 -0.862194 -1.164372 -1.1 -1.4 1.8 0.45
H 2.063440 -0.129029 -1.582242 -0.1 -0.5 1.0 0.22
N -1.358581 0.543458 0.819792 -1.9 2.6 -1.8 -0.49
C 0.191856 -2.647634 -0.105455 3.4 -2.3 0.5 -0.50
H -2.576805 -2.091474 0.094971 0.3 -0.1 0.1 0.24
H 4.003093 1.419474 -0.535461 -1.3 -0.2 -1.0 0.23
C 3.065590 1.638533 -1.158159 1.7 1.5 2.9 -0.60
H 1.707030 1.269011 1.197879 -0.3 2.5 1.6 0.19
H 1.316986 -2.575251 0.157144 -1.7 1.2 -0.8 0.28
H 2.888633 2.736181 -0.881842 -0.2 -1.5 -0.7 0.22
N -0.559713 -1.370316 -0.307849 0.9 -0.2 -2.5 -0.43
H -1.414907 0.654520 3.047910 -1.0 1.3 -2.8 0.22
C -2.012070 -1.714764 -0.753961 -0.1 3.0 1.2 -0.39
H 3.279889 1.495294 -2.171877 0.7 0.5 -1.5 0.22
H 1.136520 1.199084 -1.318662 -3.3 1.8 -1.1 0.21
C -1.492122 1.533838 -0.347920 -1.5 -2.5 -1.5 -0.44
H -2.989966 0.750228 2.176648 0.1 0.4 -0.4 0.22
C 1.649269 0.462132 0.586541 -2.6 -4.8 -2.0 -0.16
H -2.517687 -0.740634 -1.087765 0.9 -1.6 0.3 0.24
C -1.954733 1.085795 2.020591 1.2 -0.1 3.1 -0.41
H -2.580931 1.842134 -0.611333 1.3 -1.7 0.3 0.23
H -0.010994 -3.292046 0.788577 -1.3 1.0 -0.7 0.26
H -0.909613 1.216646 -1.301201 -1.2 0.4 1.7 0.20
H -1.210943 2.495024 -0.110338 1.8 2.0 1.1 0.21
C -0.413362 -0.397102 0.803634 3.6 1.0 0.5 0.19
H -0.151009 -0.871119 1.747216 -0.5 -0.1 -0.1 0.24
C 1.897074 0.710030 -0.884255 2.9 -1.3 1.3 -0.50
H 0.245722 -3.325543 -1.005510 -0.8 1.1 0.7 0.25
H -1.881868 2.230427 1.987162 -0.2 -1.7 0.4 0.22
Cl 2.605333 -0.820864 1.402199 0.1 0.6 -0.4 -0.05
H -1.930118 -2.443832 -1.502074 0.1 -0.8 -1.1 0.23